A.
DFT (the ωB97M-V functional and the def2-TZVPD basis) results for a structure of composition C5H10N2.

Geometry as XYZ:
```
17
Properties=species:S:1:pos:R:3:mulliken_charge:R:1
C -0.68483 -0.63310 1.24594 -0.087
C 0.30048 0.08403 -0.66380 0.624
C 0.36003 -2.22175 0.05713 -0.433
C 0.89722 0.67216 -1.77904 -1.024
C -0.74898 1.68818 0.70716 -0.852
N -0.29289 -1.82617 1.05292 0.084
N -0.36279 0.34236 0.43824 -0.071
H -1.31734 -0.33481 2.13618 0.423
H 0.49697 -1.14117 -0.77189 0.329
H 1.35034 -2.65554 0.01844 0.371
H 0.40222 0.16570 -2.75827 0.404
H 1.96983 0.48494 -1.91201 0.366
H 0.63829 1.72494 -1.89591 0.358
H -0.46938 2.34300 -0.12463 0.288
H -0.12399 2.13295 1.49813 0.389
H -1.80973 1.70714 0.90139 0.386
H -0.60546 -2.53288 1.84999 0.444
```

Output
Gap between HOMO and LUMO (spin up / spin down), eV: 7.19 / 7.18
Multiplicity: 1
Net charge: +2
Lowest unoccupied orbital energy (spin up / spin down), eV: -11.441 / -11.442

---

B.
DFT (the ωB97M-V functional and the def2-TZVPD basis) results for the ion C5H10N2 with charge +2.

Geometry as XYZ:
```
17
Properties=species:S:1:pos:R:3:mulliken_charge:R:1
C 0.08605 -1.85146 1.69895 -0.746
N 0.11165 -1.08883 0.52802 0.110
C 0.91203 -1.14543 -0.54925 0.090
C 0.67770 0.09579 -1.25709 -0.762
N -0.24350 0.88086 -0.47023 0.109
C -0.52788 2.26537 -0.67868 -0.719
C -0.56016 0.08692 0.53271 -0.140
H 0.30377 -1.34174 2.77218 0.348
H 0.68455 -2.86660 1.68861 0.333
H -0.95671 -2.01024 1.84110 0.405
H 1.51161 -1.84137 -0.93915 0.530
H 1.56363 0.72769 -1.60737 0.472
H 0.21616 -0.02658 -2.25850 0.453
H -1.30255 2.57386 0.09814 0.306
H -0.87007 2.38266 -1.67002 0.349
H 0.26419 2.95341 -0.43371 0.385
H -1.07852 0.33240 1.43367 0.477
```

Output
Gap between HOMO and LUMO, eV: 9.82
Multiplicity: 1
Net charge: +2
Lowest unoccupied orbital energy, eV: -11.244

---

Which structure above is the least stable one? A is the least stable one.